101
Properties=species:S:1:pos:R:3:mulliken_charge:R:1 method="wB97M-V/def2-TZVPD" multiplicity=3 total_energy_ha=-4003.2915 relative_energy_kcal_mol=23.4 max_force_ev_per_a=0.5 gap_ha="0.2412 / 0.2193"
Pd -0.0259 0.3077 0.1384 1.069
S -2.0412 -1.6148 -0.2368 -0.333
C -3.1541 -0.3820 0.0993 0.833
N -4.4094 -0.8253 0.4282 -1.110
N -5.4041 0.0575 0.4513 0.212
C -5.6949 1.1361 -0.3956 1.028
C -6.7485 1.9733 -0.0268 -0.581
C -7.0974 3.0486 -0.8244 -0.509
C -6.4038 3.3032 -2.0010 -0.764
C -5.3692 2.4559 -2.3727 -0.275
C -5.0144 1.3733 -1.5846 -0.599
N -2.9372 0.9377 0.0567 -0.879
N -1.7093 1.3922 -0.0125 0.863
C -1.6225 2.7718 -0.2514 -0.016
C -2.7648 3.5616 -0.4442 -0.643
C -2.6334 4.9140 -0.7041 -0.702
C -1.3796 5.5103 -0.7776 -0.659
C -0.2486 4.7298 -0.5793 -1.145
C -0.3634 3.3749 -0.3166 0.103
H -6.1876 -0.2835 0.9863 0.238
H -7.2800 1.7861 0.8994 0.393
H -7.9104 3.6949 -0.5196 0.365
H -6.6689 4.1494 -2.6206 0.428
H -4.8223 2.6350 -3.2901 0.475
H -4.2109 0.7214 -1.8875 0.477
H -3.7389 3.0988 -0.3912 0.403
H -3.5258 5.5103 -0.8492 0.426
H -1.2865 6.5704 -0.9745 0.412
H 0.7362 5.1789 -0.6176 0.461
H 0.5243 2.7791 -0.1422 0.502
F 1.9017 2.0170 1.7810 -0.437
C 1.0426 1.3968 2.6184 0.604
C 0.0235 0.5975 2.1246 -0.361
C -0.7903 0.0242 3.0846 0.454
F -1.8226 -0.7602 2.7414 -0.358
C -0.5930 0.1971 4.4470 0.214
F -1.3962 -0.3991 5.3366 -0.364
C 0.4482 0.9864 4.8938 0.597
F 0.6597 1.1529 6.2042 -0.382
C 1.2726 1.5983 3.9683 0.477
F 2.2899 2.3639 4.3892 -0.362
O 1.9487 -0.4651 0.2262 0.029
P 2.6113 -1.8084 0.3123 1.107
C 4.3839 -1.5838 0.1526 -0.013
C 4.8522 -0.3938 -0.3956 -0.311
C 6.2174 -0.2016 -0.5540 -0.679
C 7.1073 -1.1932 -0.1674 -0.478
C 6.6404 -2.3795 0.3854 -0.712
C 5.2787 -2.5748 0.5495 -0.215
C 2.2943 -2.6111 1.8849 0.198
C 2.4273 -1.8056 3.0185 -0.627
C 2.1303 -2.3159 4.2693 -0.737
C 1.7031 -3.6329 4.3946 -0.565
C 1.5826 -4.4401 3.2742 -0.772
C 1.8764 -3.9310 2.0161 -0.066
C 2.0855 -2.9113 -1.0064 0.441
C 0.7370 -3.2713 -1.0393 -0.707
C 0.2362 -4.0017 -2.1044 -0.726
C 1.0842 -4.3851 -3.1367 -0.712
C 2.4279 -4.0397 -3.1035 -0.683
C 2.9305 -3.2998 -2.0417 -0.809
H 4.1416 0.3730 -0.6779 0.336
H 6.5865 0.7254 -0.9727 0.424
H 8.1719 -1.0390 -0.2879 0.388
H 7.3383 -3.1456 0.6964 0.413
H 4.9106 -3.4921 0.9953 0.422
H 2.7461 -0.7757 2.9127 0.520
H 2.2201 -1.6857 5.1447 0.480
H 1.4590 -4.0283 5.3720 0.418
H 1.2484 -5.4641 3.3756 0.433
H 1.7676 -4.5589 1.1410 0.428
H 0.0760 -2.9697 -0.2362 0.633
H -0.8136 -4.2648 -2.1242 0.507
H 0.6957 -4.9587 -3.9688 0.400
H 3.0862 -4.3409 -3.9081 0.450
H 3.9747 -3.0134 -2.0281 0.357
N 0.2639 0.1556 -1.9911 0.306
S 0.0697 1.1835 -3.1648 0.038
C 1.3461 0.8218 -4.3653 0.451
C 2.3933 1.7238 -4.4687 -0.499
C 3.4641 1.4286 -5.3025 -0.675
C 3.4794 0.2382 -6.0132 -0.476
C 2.4254 -0.6617 -5.8991 -0.709
C 1.3509 -0.3717 -5.0756 -0.289
C -1.3502 0.7163 -4.1555 0.321
C -1.6413 1.4450 -5.3030 -0.548
C -2.7374 1.0842 -6.0670 -0.659
C -3.5347 0.0116 -5.6781 -0.587
C -3.2423 -0.6922 -4.5213 -0.613
C -2.1431 -0.3385 -3.7448 0.094
H 0.2850 -0.8131 -2.3040 -0.203
H 2.3719 2.6436 -3.8971 0.478
H 4.2844 2.1282 -5.3942 0.423
H 4.3147 0.0088 -6.6620 0.403
H 2.4400 -1.5890 -6.4568 0.431
H 0.5225 -1.0652 -4.9877 0.431
H -1.0140 2.2780 -5.5986 0.462
H -2.9749 1.6404 -6.9644 0.421
H -4.3938 -0.2645 -6.2757 0.394
H -3.8746 -1.5121 -4.2057 0.435
H -1.9254 -0.8549 -2.8144 0.040